# 1
ORCA calculation (ωB97M-V with the def2-TZVPD basis set) on a 5-piece molecular cluster, C21H60BN4O4PSi overall.

Atoms and positions in Å:
C  1.533  -5.156  3.285
Si  0.638  -3.482  3.167
C  -1.215  -3.718  2.859
C  0.905  -2.475  4.747
B  1.471  -2.622  1.542
C  0.891  -2.979  0.128
C  1.565  -2.446  -1.149
N  1.641  -0.998  -1.186
N  2.932  -2.968  -1.196
N  0.829  -2.872  -2.360
P  2.857  -1.344  1.901
N  2.102  0.056  2.104
H  2.055  -5.395  2.357
H  0.835  -5.966  3.499
H  2.272  -5.116  4.086
H  -1.490  -3.253  1.911
H  -1.517  -4.763  2.826
H  -1.772  -3.191  3.636
H  1.403  -1.526  4.544
H  -0.058  -2.261  5.212
H  1.503  -3.033  5.471
H  -0.179  -2.743  0.094
H  0.911  -4.082  0.077
H  0.977  -0.559  -0.562
H  2.569  -0.678  -0.955
H  2.890  -3.976  -1.081
H  3.261  -2.833  -2.149
H  0.356  -3.754  -2.185
H  0.096  -2.195  -2.548
H  3.876  -1.359  0.934
H  3.497  -1.753  3.086
H  2.422  0.729  1.414
C  -3.952  -1.258  0.958
C  -2.920  -1.520  -0.122
O  -3.002  -2.809  -0.712
C  -4.218  -3.111  -1.373
C  -4.547  -2.176  -2.524
H  -3.878  -2.009  1.747
H  -3.782  -0.272  1.392
H  -4.970  -1.279  0.566
H  -1.919  -1.465  0.311
H  -2.963  -0.743  -0.893
H  -5.047  -3.143  -0.657
H  -4.084  -4.126  -1.749
H  -4.714  -1.152  -2.187
H  -5.458  -2.512  -3.022
H  -3.737  -2.167  -3.254
C  6.542  1.767  3.589
C  5.511  0.837  4.204
O  5.551  -0.485  3.693
C  6.761  -1.199  3.873
C  7.159  -1.387  5.327
H  6.429  1.799  2.504
H  6.407  2.776  3.980
H  7.564  1.460  3.815
H  4.506  1.189  3.970
H  5.604  0.831  5.296
H  7.575  -0.727  3.312
H  6.581  -2.171  3.412
H  7.372  -0.438  5.820
H  8.060  -2.000  5.386
H  6.363  -1.887  5.880
C  -2.016  2.405  -2.123
C  -2.576  2.807  -0.770
O  -2.130  1.999  0.305
C  -0.728  1.971  0.522
C  -0.124  3.326  0.841
H  -2.252  1.361  -2.341
H  -2.454  3.028  -2.906
H  -0.932  2.522  -2.170
H  -3.660  2.692  -0.773
H  -2.368  3.864  -0.570
H  -0.218  1.522  -0.340
H  -0.578  1.297  1.365
H  -0.223  4.029  0.013
H  0.940  3.209  1.054
H  -0.604  3.761  1.719
C  -2.152  5.333  -6.552
C  -3.166  4.222  -6.344
O  -3.884  4.313  -5.126
C  -4.655  5.487  -4.942
C  -5.734  5.693  -5.992
H  -1.444  5.366  -5.723
H  -1.597  5.157  -7.474
H  -2.625  6.312  -6.635
H  -2.652  3.261  -6.290
H  -3.854  4.168  -7.195
H  -4.008  6.370  -4.883
H  -5.116  5.365  -3.961
H  -5.316  5.844  -6.988
H  -6.324  6.576  -5.745
H  -6.400  4.830  -6.030

Values from the calculation:
HOMO energy   -7.902 eV
LUMO   -0.06 eV
Frontier orbital gap   7.84 eV
Total charge   0
Structure (SMILES)   C[Si](C)(C)B(CC(N)(N)N)[PH2]=N.CCOCC.CCOCC.CCOCC.CCOCC

Results of the Löwdin charge analysis, in e, for atoms 1 through 5: -0.184 0.551 -0.172 -0.192 -0.392



# 2
ORCA calculation (ωB97M-V with the def2-TZVPD basis set) on a 7-piece molecular cluster, C21H60N4O9 overall in a non-equilibrium geometry.

Atoms and positions in Å:
C  -7.864  5.439  -4.694
O  -7.741  5.143  -3.354
C  -6.395  5.190  -2.823
C  -6.418  4.908  -1.317
C  -6.856  6.027  -0.440
N  -5.265  4.291  -0.748
H  -7.426  6.411  -4.923
H  -8.863  5.305  -5.110
H  -7.274  4.813  -5.363
H  -5.869  4.462  -3.442
H  -5.998  6.202  -2.903
H  -7.241  4.205  -1.186
H  -7.631  6.583  -0.968
H  -6.069  6.770  -0.315
H  -7.277  5.809  0.542
H  -4.909  3.512  -1.283
H  -5.385  4.040  0.223
C  5.709  -1.640  2.591
O  6.953  -2.272  2.352
C  6.818  -3.312  1.373
C  8.146  -4.063  1.078
C  9.281  -3.169  0.616
N  8.102  -5.089  0.012
H  5.645  -0.860  3.350
H  4.941  -2.328  2.943
H  5.537  -1.179  1.619
H  6.106  -4.076  1.684
H  6.463  -3.023  0.384
H  8.413  -4.655  1.953
H  8.936  -2.605  -0.251
H  10.112  -3.823  0.353
H  9.682  -2.562  1.428
H  8.988  -5.550  -0.137
H  7.528  -5.837  0.375
C  2.891  3.819  4.330
O  2.957  3.507  5.692
C  3.818  4.417  6.381
C  4.072  3.905  7.800
C  4.635  2.504  7.971
N  2.955  4.090  8.675
H  2.508  4.823  4.149
H  2.283  3.101  3.779
H  3.892  3.710  3.914
H  4.779  4.610  5.905
H  3.218  5.322  6.481
H  4.883  4.548  8.143
H  3.992  1.745  7.526
H  4.695  2.260  9.032
H  5.672  2.516  7.635
H  3.202  3.957  9.645
H  2.401  3.277  8.448
C  -1.089  -5.893  -7.014
O  -2.328  -5.635  -6.247
C  -1.946  -5.359  -4.900
C  -3.150  -5.040  -4.032
C  -3.920  -3.843  -4.665
N  -2.701  -4.649  -2.732
H  -0.616  -6.748  -6.532
H  -0.386  -5.061  -6.962
H  -1.388  -6.124  -8.036
H  -1.519  -6.292  -4.534
H  -1.215  -4.555  -4.815
H  -3.774  -5.928  -3.937
H  -3.251  -3.007  -4.868
H  -4.633  -3.432  -3.951
H  -4.367  -4.164  -5.606
H  -2.240  -3.762  -2.872
H  -3.528  -4.337  -2.243
O  3.642  2.942  -6.220
C  2.469  3.626  -5.816
C  1.575  2.768  -4.921
O  2.185  2.555  -3.647
H  4.283  2.948  -5.506
H  2.755  4.563  -5.340
H  1.886  3.875  -6.703
H  1.334  1.832  -5.424
H  0.592  3.193  -4.717
H  3.032  2.154  -3.855
O  -5.777  -3.338  2.116
C  -5.025  -3.266  3.296
C  -5.814  -3.787  4.532
O  -5.972  -5.197  4.383
H  -5.958  -4.277  2.039
H  -4.105  -3.815  3.096
H  -4.824  -2.212  3.486
H  -6.722  -3.188  4.586
H  -5.163  -3.519  5.365
H  -6.192  -5.604  5.224
C  -0.298  -0.795  0.139
O  -0.879  -0.334  -1.098
H  0.479  -0.088  0.431
H  -1.073  -0.916  0.895
H  0.167  -1.767  -0.025
H  -0.278  0.300  -1.495

Values from the calculation:
HOMO energy   -8.798 eV
LUMO   0.29 eV
Energy above the lowest of the compared OMol25 structures with the same formula, charge and spin   30.6 kcal per mole
Frontier orbital gap   9.09 eV
Total charge   0
Structure (SMILES)   COC[C@H](C)N.COC[C@H](C)N.COC[C@H](C)N.COC[C@H](C)N.OCCO.OCCO.CO

Results of the Löwdin charge analysis, in e, for atoms 1 through 5: -0.155 -0.188 -0.147 -0.482 -0.079



# 3
ORCA calculation (ωB97M-V with the def2-TZVPD basis set) on a 7-piece molecular cluster, C21H63N6O6 overall in a non-equilibrium geometry.

Atoms and positions in Å:
N  -0.910  -1.050  -0.223
H  -0.787  -0.449  0.586
H  -1.065  -0.314  -0.805
H  -1.521  -1.764  -0.116
H  0.108  -1.532  -0.320
C  -4.074  0.355  1.189
C  -4.398  0.439  -0.377
C  -3.894  1.688  -1.094
O  -4.605  2.878  -0.599
C  -4.515  4.003  -1.626
N  -3.611  -0.702  -0.806
H  -4.204  -0.741  1.661
H  -4.891  0.911  1.656
H  -3.141  0.952  1.438
H  -5.437  0.246  -0.694
H  -4.434  1.585  -1.991
H  -2.777  1.867  -0.889
H  -4.987  4.853  -1.168
H  -4.902  3.905  -2.619
H  -3.565  4.461  -1.532
H  -3.706  -0.754  -1.807
H  -4.089  -1.529  -0.564
C  -1.829  2.030  -3.796
C  -1.025  1.764  -5.067
C  0.510  1.925  -5.079
O  0.793  3.319  -4.943
C  2.131  3.511  -5.027
N  -1.282  0.337  -5.429
H  -1.335  1.614  -2.954
H  -2.829  2.103  -3.894
H  -1.727  3.091  -3.400
H  -1.365  2.097  -5.900
H  1.025  1.607  -5.863
H  0.788  1.321  -4.119
H  2.236  4.611  -5.002
H  2.504  3.175  -5.922
H  2.839  3.048  -4.289
H  -0.965  -0.178  -4.718
H  -0.841  0.171  -6.361
C  3.633  -4.955  -0.792
C  3.287  -3.574  -0.043
C  4.450  -2.686  0.242
O  5.375  -3.523  1.059
C  6.452  -2.750  1.716
N  2.211  -2.887  -0.724
H  2.635  -5.364  -0.849
H  4.237  -5.605  -0.222
H  3.913  -4.861  -1.794
H  2.686  -4.013  0.898
H  4.292  -1.821  0.869
H  4.933  -2.410  -0.661
H  7.329  -2.487  0.852
H  6.977  -3.239  2.555
H  5.913  -1.902  1.995
H  1.477  -3.670  -0.570
H  2.448  -2.577  -1.832
C  -0.026  4.120  2.256
C  -0.539  3.062  1.214
C  0.403  2.917  0.145
O  0.337  4.061  -0.760
C  1.347  4.180  -1.676
N  -0.658  1.801  1.988
H  -0.545  4.094  3.275
H  -0.378  5.088  1.948
H  0.978  4.240  2.627
H  -1.408  3.219  0.959
H  0.436  1.983  -0.331
H  1.390  2.791  0.595
H  2.286  4.423  -1.227
H  1.127  4.790  -2.604
H  1.512  3.364  -2.111
H  0.183  1.237  2.364
H  -1.145  1.833  2.749
C  -1.373  -2.700  3.226
C  -0.410  -1.556  3.707
C  0.038  -1.621  5.251
O  0.841  -0.371  5.383
C  1.586  -0.343  6.547
N  0.669  -1.595  2.919
H  -1.163  -3.963  3.305
H  -1.528  -2.354  2.386
H  -2.284  -2.777  3.872
H  -0.818  -0.515  3.711
H  0.617  -2.355  5.704
H  -0.757  -1.633  6.156
H  0.929  -0.251  7.375
H  2.034  0.771  6.800
H  2.452  -0.904  6.479
H  1.167  -2.510  3.323
H  1.267  -0.797  3.088
C  -0.876  -4.758  0.180
O  -0.404  -4.118  -0.942
H  -0.971  -4.208  1.198
H  -0.338  -5.594  0.467
H  -1.967  -5.064  -0.113
H  -0.480  -4.513  -1.670

Values from the calculation:
HOMO energy   -11.466 eV
LUMO   -2.36 eV
Energy above the lowest of the compared OMol25 structures with the same formula, charge and spin   41.5 kcal per mole
Frontier orbital gap   9.10 eV
Total charge   +1

Results of the Löwdin charge analysis, in e, for atoms 1 through 5: 0.326 0.091 0.059 0.046 0.182



# 4
ORCA calculation (ωB97M-V with the def2-TZVPD basis set) on a 9-piece molecular cluster, C21H65N7O9 overall in a non-equilibrium geometry.

Atoms and positions in Å:
C  -0.368  -1.984  7.781
C  -0.900  -2.945  6.761
C  -0.304  -2.763  5.366
O  -0.434  -1.423  4.766
C  0.468  -1.088  3.700
N  -0.614  -4.291  7.231
H  -0.130  -1.012  7.350
H  0.625  -2.264  8.133
H  -0.990  -1.793  8.656
H  -1.973  -3.059  6.605
H  -0.737  -3.474  4.663
H  0.756  -3.005  5.298
H  0.921  -0.103  3.809
H  -0.129  -0.940  2.800
H  1.325  -1.743  3.542
H  -0.802  -4.884  6.435
H  -1.384  -4.448  7.866
C  -0.708  -3.189  -1.898
C  -0.077  -3.389  -3.388
C  1.174  -4.261  -3.404
O  2.448  -3.742  -2.934
C  3.124  -2.919  -3.811
N  -1.088  -3.935  -4.248
H  -1.593  -2.562  -2.004
H  0.044  -2.906  -1.162
H  -1.064  -4.100  -1.416
H  0.222  -2.381  -3.675
H  1.184  -4.890  -4.294
H  1.010  -5.081  -2.705
H  3.918  -2.354  -3.323
H  2.608  -2.129  -4.357
H  3.722  -3.534  -4.483
H  -1.896  -3.797  -3.657
H  -1.179  -3.304  -5.032
C  -1.117  2.635  -3.886
C  -2.285  3.603  -4.047
C  -2.075  4.675  -5.039
O  -3.117  5.685  -4.997
C  -2.826  6.954  -5.506
N  -3.506  2.864  -4.327
H  -1.493  1.796  -3.300
H  -0.272  3.194  -3.485
H  -0.863  2.257  -4.877
H  -2.484  4.057  -3.077
H  -1.837  4.453  -6.079
H  -1.108  5.078  -4.738
H  -3.739  7.541  -5.412
H  -2.510  6.823  -6.541
H  -2.083  7.493  -4.918
H  -3.451  2.600  -5.300
H  -4.260  3.532  -4.257
C  -2.131  -2.771  1.293
C  -3.425  -2.022  1.524
C  -3.507  -0.722  0.647
O  -2.444  0.240  0.768
C  -2.492  0.937  2.008
N  -4.562  -2.919  1.347
H  -2.368  -3.813  1.075
H  -1.605  -2.547  2.220
H  -1.536  -2.287  0.519
H  -3.610  -1.753  2.564
H  -4.501  -0.286  0.752
H  -3.458  -1.051  -0.391
H  -3.492  1.177  2.370
H  -2.018  1.887  1.758
H  -1.991  0.412  2.820
H  -5.422  -2.392  1.403
H  -4.633  -3.311  0.419
C  5.399  2.967  1.865
C  3.950  2.504  1.579
C  2.832  3.426  2.022
O  2.666  3.660  3.395
C  1.270  3.649  3.770
N  3.890  2.089  0.205
H  6.276  2.339  1.708
H  5.370  3.313  2.898
H  5.530  3.894  1.306
H  3.681  1.683  2.243
H  1.904  3.090  1.559
H  2.886  4.463  1.692
H  0.686  4.344  3.166
H  1.081  4.051  4.765
H  0.866  2.637  3.782
H  3.063  1.555  -0.020
H  4.739  1.613  -0.063
O  4.627  0.052  -2.083
H  3.781  -0.310  -1.819
H  4.433  0.573  -2.862
O  2.768  -2.437  0.522
H  2.424  -1.686  0.037
H  3.561  -2.107  0.944
O  1.061  -0.248  -4.253
H  0.935  -0.874  -4.966
H  1.854  0.231  -4.492
C  0.950  -0.081  -0.710
O  2.125  -0.252  -0.906
N  0.027  0.016  -1.629
N  0.419  0.221  0.434
H  -0.866  0.451  -1.444
H  0.403  0.017  -2.567
H  1.039  0.542  1.163
H  -0.587  0.296  0.481

Values from the calculation:
Expectation value of S²   0.75
HOMO energy (spin up / spin down)   0.141 / -6.548 eV
LUMO (spin up / spin down)   2.09 / 2.07 eV
Frontier orbital gap (spin up / spin down)   1.95 / 8.62 eV
Total charge   -1
Spin multiplicity   2

Results of the Löwdin charge analysis, in e, for atoms 1 through 5: -0.063 -0.454 -0.162 -0.202 -0.104



| no. | electronic energy (eV) |
| --- | --- |
| 1 | -54741.0918 |
| 2 | -47131.6494 |
| 3 | -44001.5516 |
| 4 | -51684.1410 |